Record 1
{
  "formula": "CDyF4NO2S2",
  "method": "ωB97M-V with the def2-TZVPD basis set",
  "elements": ["Dy", "F", "N", "S", "O", "S", "O", "C", "F", "F", "F"],
  "coordinates": [[0.59494, -3.10314, 0.89630], [2.42545, -1.80148, 1.09204], [0.57829, 0.94359, 0.37114], [1.73094, 0.49401, 1.33221], [2.37324, 1.68109, 1.88697], [-0.92524, 0.25846, 0.47207], [-0.83897, -1.27031, 0.40067], [-1.39283, 0.63315, -1.31814], [-2.71104, 0.64066, -1.36575], [-0.90795, 1.81215, -1.63649], [-0.92682, -0.28817, -2.13101]],
  "e_homo_ev": [-18.18, -18.18],
  "e_tot_ev": -63224.1939,
  "homo_lumo_gap_ev": [6.505, 4.859],
  "e_lumo_ev": [-11.67, -13.32],
  "multiplicity": 6,
  "total_charge": 2
}

***

Record 2
{
  "formula": "C5H14N2",
  "method": "ωB97M-V with the def2-TZVPD basis set",
  "elements": ["C", "C", "N", "C", "C", "N", "C", "H", "H", "H", "H", "H", "H", "H", "H", "H", "H", "H", "H", "H", "H"],
  "coordinates": [[0.11745, -1.95780, 1.48758], [-0.93516, -0.96852, 0.95646], [-1.03584, -0.89792, -0.50354], [0.03940, -0.37194, -1.28802], [-0.09658, 1.11845, -1.59310], [0.19886, 2.14832, -0.55648], [1.12375, 1.72959, 0.45850], [-0.33260, -2.64019, 2.17817], [0.41770, -2.63490, 0.69359], [0.95211, -1.42383, 1.95182], [-1.94239, -1.11307, 1.38820], [-0.66429, 0.03194, 1.29246], [-1.63397, -1.61708, -0.85801], [1.01762, -0.60170, -0.87436], [-0.03846, -0.86375, -2.26674], [-1.07576, 1.24892, -1.96911], [0.48047, 1.40271, -2.49485], [-0.70437, 2.41772, -0.22003], [1.30051, 2.56297, 1.14478], [2.08359, 1.49540, -0.02001], [0.72795, 0.93469, 1.09269]],
  "smiles": "CCNCCNC",
  "e_homo_ev": -8.17,
  "e_tot_ev": -8391.0036,
  "e_above_lowest_ev": 1.615,
  "homo_lumo_gap_ev": 9.275,
  "e_lumo_ev": 1.10,
  "multiplicity": 1
}

***

Record 3
{
  "formula": "C9H18BrOP",
  "method": "ωB97M-V with the def2-TZVPD basis set",
  "elements": ["C", "P", "O", "C", "C", "C", "C", "Br", "H", "H", "H", "H", "H", "H", "H", "H", "H", "H", "C", "C", "C", "C", "H", "H", "H", "H", "H", "H", "H", "H"],
  "coordinates": [[-0.25888, 1.06199, 1.64519], [0.50576, 1.71475, -0.00465], [0.19284, 0.36285, -0.92170], [2.26811, 1.60633, 0.40023], [3.17229, 1.29478, -0.52161], [4.65706, 1.54272, -0.47279], [5.58537, 0.32714, -0.56681], [5.19684, -0.86352, 0.91110], [-1.29251, 0.68387, 1.33914], [0.39389, 0.21478, 2.04237], [-0.21552, 1.86804, 2.47834], [-0.61880, 0.11319, -1.36565], [2.64116, 2.09648, 1.34935], [2.90123, 0.98906, -1.44485], [4.93838, 2.06431, -1.36212], [4.75054, 2.04653, 0.49877], [5.41652, -0.23692, -1.57431], [6.57869, 0.67183, -0.46868], [-3.42251, -0.03093, 0.11098], [-3.79375, -1.29916, -0.09289], [-3.75802, -1.91583, -1.44386], [-4.37068, -2.15596, 0.98961], [-3.05395, 0.63999, -0.73420], [-3.44524, 0.57887, 0.99741], [-2.79853, -1.80558, -2.00719], [-3.87919, -3.01676, -1.40648], [-4.52601, -1.41062, -2.02519], [-4.68045, -1.57303, 1.82967], [-3.78535, -2.94086, 1.28541], [-5.29927, -2.62835, 0.53540]],
  "smiles": "CP(O)/C=C/CCBr.C=C(C)C",
  "e_homo_ev": -8.10,
  "e_tot_ev": -91001.5537,
  "e_above_lowest_ev": 1.859,
  "homo_lumo_gap_ev": 8.847,
  "e_lumo_ev": 0.75,
  "multiplicity": 1
}

***

Record 4
{
  "formula": "C50H42AsBrFN5O8PRu",
  "method": "ωB97M-V with the def2-TZVPD basis set",
  "elements": ["Ru", "Br", "C", "C", "C", "C", "C", "C", "N", "N", "C", "C", "C", "C", "O", "C", "N", "C", "C", "C", "C", "H", "H", "H", "H", "H", "H", "H", "H", "H", "O", "C", "O", "C", "C", "C", "C", "C", "C", "N", "O", "O", "N", "O", "O", "H", "H", "H", "O", "P", "C", "C", "C", "C", "C", "C", "C", "C", "C", "C", "C", "C", "C", "C", "C", "C", "C", "C", "H", "H", "H", "H", "H", "H", "H", "H", "H", "H", "H", "H", "H", "H", "H", "C", "As", "C", "C", "H", "H", "H", "H", "H", "H", "H", "H", "H", "F", "C", "C", "C", "C", "C", "C", "C", "H", "H", "H", "H", "H", "H"],
  "coordinates": [[-1.19030, -0.27542, -0.03863], [6.57593, -1.38702, -4.95795], [4.78395, -1.46536, -5.51639], [3.91525, -2.35310, -4.89202], [2.59886, -2.42454, -5.31478], [2.16792, -1.61118, -6.35922], [3.05654, -0.76932, -7.00983], [4.36792, -0.67456, -6.57475], [0.84375, -1.62943, -6.92804], [-0.13099, -1.96580, -6.25844], [-0.33541, -1.95177, -4.90334], [-0.94941, -3.08900, -4.32715], [-1.11612, -3.19776, -2.97681], [-0.75649, -2.11807, -2.11506], [-0.78783, -2.17252, -0.85968], [-0.39662, -0.84430, -2.75066], [-0.36818, 0.23181, -1.93021], [0.00969, 1.40304, -2.41846], [0.34479, 1.56601, -3.76271], [0.25167, 0.49483, -4.61754], [-0.12369, -0.75735, -4.10833], [4.27412, -2.99565, -4.09926], [1.93299, -3.14674, -4.85975], [2.70814, -0.19167, -7.85731], [5.06773, -0.01718, -7.07183], [-1.22197, -3.90437, -4.98652], [-1.50106, -4.10379, -2.52587], [0.01678, 2.22445, -1.71604], [0.63849, 2.54263, -4.12348], [0.44983, 0.62528, -5.67248], [-3.65760, -3.00351, 1.85167], [-3.34305, -2.17371, 1.02780], [-2.36999, -1.32383, 1.19564], [-4.18102, -2.09123, -0.24517], [-3.87225, -1.29475, -1.33464], [-4.67762, -1.31237, -2.45458], [-5.82785, -2.06110, -2.53164], [-6.12658, -2.82909, -1.42600], [-5.33411, -2.87388, -0.30036], [-7.36274, -3.65687, -1.47245], [-8.04757, -3.56742, -2.46886], [-7.58605, -4.37172, -0.52307], [-4.25984, -0.52130, -3.63854], [-3.21211, 0.09982, -3.54923], [-5.00000, -0.49627, -4.59090], [-2.99539, -0.66324, -1.34409], [-6.45535, -2.06101, -3.40919], [-5.58684, -3.50895, 0.53695], [0.71448, 1.17504, 0.46736], [2.04863, 1.05796, 1.17673], [2.39447, 2.50046, 2.18344], [1.31529, 3.13722, 2.79396], [1.52273, 4.24288, 3.60456], [2.81301, 4.71688, 3.80682], [3.89360, 4.09097, 3.19855], [3.68710, 2.98645, 2.38267], [2.15311, -0.37808, 2.24406], [1.44196, -1.53096, 1.91817], [1.49524, -2.64809, 2.73785], [2.26855, -2.61874, 3.88936], [2.99326, -1.47899, 4.21902], [2.93883, -0.36077, 3.39912], [3.40505, 0.95203, 0.01163], [4.35221, -0.06785, 0.05194], [5.40466, -0.07393, -0.85841], [5.51178, 0.93688, -1.80172], [4.56341, 1.95509, -1.85217], [3.51514, 1.96374, -0.94801], [0.31814, 2.75583, 2.62542], [0.68189, 4.73375, 4.07934], [2.97775, 5.58035, 4.43886], [4.89700, 4.46777, 3.35427], [4.53206, 2.50647, 1.90182], [0.84420, -1.56797, 1.01863], [0.92200, -3.53122, 2.48411], [2.30192, -3.48540, 4.53822], [3.58927, -1.45759, 5.12284], [3.48317, 0.53524, 3.67570], [4.26819, -0.85863, 0.78751], [6.14127, -0.86761, -0.82641], [6.33849, 0.93694, -2.50031], [4.65244, 2.74441, -2.58924], [2.78352, 2.76497, -0.97379], [-3.55789, 2.37945, -0.83853], [-2.61896, 1.64703, 0.70088], [-4.10683, 1.08907, 1.79723], [-2.16814, 3.27796, 1.63804], [-4.03336, 3.32222, -0.57392], [-4.32374, 1.67552, -1.16046], [-2.86531, 2.53786, -1.66248], [-4.73924, 1.95473, 1.98954], [-3.71731, 0.69117, 2.73186], [-4.68786, 0.31601, 1.30063], [-3.07882, 3.87026, 1.66619], [-1.37986, 3.83167, 1.13347], [-1.86225, 3.03953, 2.65502], [0.10747, 1.27393, 9.06937], [-0.21969, 0.92867, 7.81067], [0.31733, 1.65098, 6.76195], [-0.01973, 1.29232, 5.47179], [-0.89488, 0.21299, 5.20485], [-1.22653, -0.16829, 3.88713], [-1.41099, -0.49105, 6.31920], [-1.07905, -0.13760, 7.61167], [0.98933, 2.47452, 6.96953], [0.40804, 1.83822, 4.63802], [-1.83298, -1.04007, 3.67832], [-0.83958, 0.38239, 3.03698], [-2.08124, -1.32544, 6.14306], [-1.47208, -0.67130, 8.46734]],
  "e_homo_ev": [-8.93, -10.81],
  "e_tot_ev": -221819.2608,
  "e_above_lowest_ev": 1.323,
  "homo_lumo_gap_ev": [5.112, 5.560],
  "e_lumo_ev": [-3.82, -5.25],
  "multiplicity": 5,
  "total_charge": 1
}

***

Record 5
{
  "formula": "C7H6FO3S",
  "method": "ωB97M-V with the def2-TZVPD basis set",
  "elements": ["C", "C", "C", "C", "C", "C", "C", "O", "O", "O", "F", "S", "H", "H", "H", "H", "H", "H"],
  "coordinates": [[-2.22205, 0.59642, -0.49526], [-2.04605, -0.86824, -0.31006], [-1.41887, 1.67107, -0.30533], [-0.75129, -1.27742, 0.01942], [-0.07466, 1.71548, 0.35752], [0.91270, 2.18231, -0.36563], [0.94774, -2.76411, 0.58251], [3.07483, 0.87006, -0.14907], [3.16701, 3.05953, -1.20519], [-0.36365, -2.56243, 0.02421], [-0.03072, 1.13798, 1.62173], [2.71448, 2.28981, -0.08754], [-3.18678, 0.93203, -0.88844], [-2.99291, -1.40684, -0.46896], [-1.57446, 2.74967, -0.79744], [1.80534, -2.87303, -0.15729], [0.83502, -3.60136, 1.35298], [1.20432, -1.85093, 1.27183]],
  "e_homo_ev": [-3.42, -3.41],
  "e_tot_ev": -27043.9936,
  "e_above_lowest_ev": 9.230,
  "homo_lumo_gap_ev": [4.685, 4.638],
  "e_lumo_ev": [1.26, 1.23],
  "multiplicity": 1,
  "total_charge": -1
}

***

Record 6
{
  "formula": "C35H48O2P4Re",
  "method": "ωB97M-V with the def2-TZVPD basis set",
  "elements": ["P", "C", "H", "H", "H", "C", "H", "H", "H", "C", "H", "H", "H", "P", "C", "H", "H", "H", "C", "H", "H", "H", "C", "H", "H", "H", "P", "C", "H", "H", "H", "C", "H", "H", "H", "C", "H", "H", "H", "Re", "C", "O", "C", "O", "C", "C", "C", "C", "C", "C", "H", "H", "H", "H", "H", "H", "C", "C", "C", "C", "C", "C", "P", "C", "C", "C", "C", "C", "C", "C", "C", "C", "C", "C", "C", "H", "H", "H", "H", "H", "H", "H", "H", "H", "H", "H", "H", "H", "H", "H"],
  "coordinates": [[3.75904, -0.91931, -0.78800], [4.46742, -0.69246, 0.90350], [5.55801, -0.75052, 0.89386], [4.06682, -1.47469, 1.55926], [4.14925, 0.28517, 1.28416], [4.88619, -2.20110, -1.51347], [4.55428, -2.34593, -2.54993], [4.81092, -3.16273, -0.97274], [5.92453, -1.81524, -1.51402], [4.48096, 0.51088, -1.70852], [5.57286, 0.36026, -1.77568], [4.26101, 1.47977, -1.21732], [4.02731, 0.51060, -2.72865], [-1.44814, 4.68569, -1.84570], [-1.45502, 5.19605, -0.06834], [-1.61887, 6.26889, 0.09514], [-0.47589, 4.89845, 0.35018], [-2.23969, 4.60803, 0.43765], [-0.38502, 5.86367, -2.79147], [-0.39178, 5.51047, -3.84463], [0.64321, 5.75097, -2.40655], [-0.68892, 6.92924, -2.75148], [-3.12310, 4.98238, -2.57527], [-3.44347, 6.04228, -2.53005], [-3.85572, 4.33513, -2.03993], [-3.06452, 4.63914, -3.63825], [-2.56332, -2.75342, -0.51202], [-3.69624, -2.95923, 0.91764], [-4.70675, -3.20541, 0.58253], [-3.71159, -2.02636, 1.49015], [-3.30826, -3.74577, 1.57572], [-3.73252, -2.32355, -1.86391], [-4.71291, -2.78082, -1.66159], [-3.32307, -2.69950, -2.81603], [-3.84818, -1.23421, -1.94320], [-2.36937, -4.50885, -1.01501], [-3.34903, -4.96635, -1.18228], [-1.81787, -5.05717, -0.24541], [-1.79649, -4.53315, -1.95036], [-0.30530, 0.94308, -3.06431], [0.81299, 2.00836, -1.66210], [1.39880, 2.52773, -0.77093], [-1.87492, 1.27636, -1.72430], [-2.68869, 1.41705, -0.88709], [-1.59768, 0.74871, -4.66567], [-1.03412, -0.51479, -4.30664], [0.35256, -0.67728, -4.16673], [1.19013, 0.43377, -4.38446], [0.65163, 1.68599, -4.75897], [-0.74706, 1.88070, -4.86044], [-2.65306, 0.84674, -4.81599], [-1.66394, -1.38463, -4.15268], [0.78070, -1.66382, -3.95283], [2.26612, 0.28791, -4.28781], [1.32504, 2.48985, -5.05034], [-1.15363, 2.83320, -5.20626], [1.88209, 2.94257, 3.89020], [2.56678, 1.72293, 3.84837], [1.99541, 0.62351, 3.19611], [0.74114, 0.72332, 2.58617], [0.14400, 1.99864, 2.48874], [0.69222, 3.09859, 3.15856], [-0.13868, -0.70630, 1.81963], [1.03129, -2.09491, 1.97978], [1.33690, -2.78504, 0.78104], [2.17156, -3.89519, 0.81332], [2.74441, -4.31661, 2.01397], [2.45215, -3.63330, 3.19801], [1.58558, -2.53543, 3.19206], [-1.39715, -1.13713, 3.08898], [-1.57590, -2.43930, 3.59359], [-2.61727, -2.71308, 4.48325], [-3.49540, -1.69938, 4.86809], [-3.37717, -0.42461, 4.30639], [-2.33737, -0.14904, 3.42621], [2.28018, 3.77476, 4.47434], [3.54449, 1.62495, 4.32104], [2.54245, -0.32834, 3.18278], [-0.76579, 2.12720, 1.89138], [0.19990, 4.06718, 3.11313], [0.91186, -2.42883, -0.15340], [2.37938, -4.43461, -0.11684], [3.41473, -5.17663, 2.02518], [2.89700, -3.95608, 4.14379], [1.34373, -2.02428, 4.12313], [-0.89474, -3.24640, 3.30657], [-2.73223, -3.72384, 4.88057], [-4.27918, -1.90421, 5.60689], [-4.09943, 0.35451, 4.55767], [-2.24257, 0.85414, 2.98895]],
  "e_homo_ev": [-18.02, -17.33],
  "e_tot_ev": -80410.2224,
  "homo_lumo_gap_ev": [5.160, 3.461],
  "e_lumo_ev": [-12.86, -13.87],
  "multiplicity": 4,
  "total_charge": 4
}